(1)
# C4H13N2

The ion C4H13N2 with charge +1 (ωB97M-V with the def2-TZVPD basis set, OMol25).

XYZ file:
```
19
Properties=species:S:1:pos:R:3:forces:R:3
C 2.3368 -0.1684 -0.6222 -0.024 0.346 -0.017
N 0.9245 0.2781 -0.8455 0.182 0.514 0.389
C -0.0754 -0.1304 0.2481 0.200 0.044 -0.239
C -0.2442 1.0381 1.1923 -0.182 0.506 0.290
C -1.3466 -0.5966 -0.4563 0.397 0.044 -0.576
N -2.4625 -0.6062 0.4335 -0.445 0.086 0.344
H 2.6538 0.1935 0.3561 -0.119 -0.281 0.017
H 2.9583 0.3319 -1.3608 0.043 -0.222 -0.133
H 2.3915 -1.2492 -0.7109 0.052 0.046 0.083
H 0.9565 1.3054 -0.8415 -0.269 -0.249 -0.248
H 0.5995 -0.0143 -1.7681 -0.016 -0.047 0.048
H 0.4164 -0.9572 0.7504 -0.031 -0.185 0.138
H -0.6952 0.7483 2.1360 -0.026 -0.325 0.032
H -0.9226 1.8039 0.8037 0.208 -0.067 -0.237
H 0.7120 1.4957 1.4697 -0.026 -0.078 -0.162
H -1.5587 0.1056 -1.2786 -0.036 0.109 0.150
H -1.1214 -1.5489 -0.9664 -0.043 -0.075 0.232
H -3.2505 -1.1289 0.0796 0.004 0.041 -0.020
H -2.2722 -0.9003 1.3807 0.131 -0.206 -0.091
```
Positions in Å, forces in eV/Å.

Computed properties:
- E_LUMO (hartree) = -0.11760
- net charge = +1
- DFT total energy (eV) = -7332.439
- SMILES string = C[NH2+][C@@H](C)CN
- frontier orbital gap (eV) = 10.0

Löwdin population analysis, charges in e, atoms 1 to 5: atom 1 (C): 0.0180, atom 2 (N): 0.0234, atom 3 (C): -0.3107, atom 4 (C): -0.0367, atom 5 (C): -0.2664

---

(2)
# C16H46N4O5

A cluster of 5 separate species, C16H46N4O5 in total at a distorted geometry (ωB97M-V with the def2-TZVPD basis set, OMol25).

XYZ file:
```
71
Properties=species:S:1:pos:R:3:forces:R:3
C -1.5551 7.8011 -2.1524 -0.149 1.673 -0.052
O -2.9133 8.0194 -1.7129 0.680 -1.050 -1.262
C -3.0900 8.2795 -0.3680 0.157 1.189 1.224
C -4.5361 8.5417 -0.0106 -1.769 0.144 -1.364
C -4.7809 8.9904 1.3916 1.198 -0.633 1.131
N -5.3786 7.4303 -0.3219 -0.739 -1.836 -0.320
H -1.0422 8.7625 -2.1792 0.072 0.446 0.410
H -1.5130 7.5608 -3.2147 -0.593 -0.739 0.231
H -0.8999 7.1781 -1.5436 -0.601 -0.560 0.155
H -2.7646 7.4693 0.2845 0.263 -0.444 0.008
H -2.5449 9.1693 -0.0530 0.540 0.244 -0.049
H -5.0761 9.1828 -0.7074 1.096 1.465 -0.003
H -4.3310 9.9675 1.5676 -0.354 0.065 0.279
H -4.2659 8.2656 2.0221 0.655 0.038 0.342
H -5.7770 8.8333 1.8054 -0.342 0.716 -0.840
H -4.9728 6.5467 -0.0487 0.078 -0.324 0.245
H -5.4236 7.3997 -1.3305 -0.191 -0.397 -0.134
C 6.7370 -4.2386 3.4766 -1.534 0.547 0.071
O 5.8647 -3.1685 3.8881 0.702 -1.192 -0.511
C 6.3605 -1.8750 3.7090 -1.093 -1.171 1.556
C 5.4389 -1.0230 4.5441 0.238 3.090 -0.711
C 3.9503 -1.0085 4.2177 0.140 -1.498 -0.116
N 5.9771 0.3283 4.2549 -0.153 0.969 0.671
H 7.1262 -4.7170 4.3754 0.456 0.003 -0.212
H 7.4802 -3.8811 2.7639 0.245 -0.144 0.193
H 6.0518 -4.9199 2.9722 0.384 -0.368 -0.096
H 7.3591 -1.7576 4.1298 0.345 -0.143 -0.047
H 6.3821 -1.5620 2.6652 -0.190 0.032 -0.243
H 5.5448 -1.0829 5.6273 0.327 -0.778 -0.070
H 3.3987 -0.1309 4.5550 0.480 0.199 -0.225
H 3.4737 -1.8577 4.7074 -0.010 -0.142 0.030
H 3.8370 -1.2231 3.1551 -0.293 0.453 -0.184
H 6.9570 0.3298 4.4993 0.180 0.229 0.093
H 5.9462 0.5581 3.2719 -0.225 -0.090 -0.205
C -3.3042 0.7363 0.2464 -0.838 -1.101 -0.257
O -3.4892 -0.6581 0.5950 0.628 0.590 0.519
C -4.5329 -1.4587 0.1177 -0.937 0.028 -0.620
C -5.9399 -1.0437 0.5371 -0.006 0.615 1.716
C -6.1127 -1.1352 2.0702 0.020 1.347 -0.865
N -6.9271 -1.7851 -0.1651 -0.404 -1.156 -1.556
H -2.2926 0.9781 0.5724 -0.182 0.026 -0.143
H -4.0293 1.4097 0.7034 -0.057 -0.138 0.557
H -3.4521 0.9192 -0.8180 0.389 -0.265 -0.308
H -4.5469 -1.5786 -0.9656 0.263 0.338 -0.379
H -4.4001 -2.4706 0.5004 0.502 -0.028 0.265
H -6.0640 0.0154 0.3114 -0.033 0.172 -0.304
H -5.4026 -0.4221 2.4890 0.457 -0.548 0.498
H -6.0600 -2.1556 2.4497 0.093 0.186 0.129
H -7.0606 -0.6384 2.2770 -0.366 -0.533 0.276
H -6.7805 -2.7838 -0.1314 0.201 -0.086 0.054
H -7.9126 -1.6473 0.0084 0.264 0.556 0.416
C 6.7851 -7.0618 -3.9858 0.852 -0.301 1.270
O 6.0316 -6.0753 -3.3529 -0.375 1.298 0.690
C 4.8503 -5.6349 -4.0491 0.590 -1.293 1.540
C 3.7145 -5.1658 -3.1184 -0.374 -0.835 0.047
C 3.7750 -3.7214 -2.7302 0.338 0.453 0.609
N 3.4139 -6.1219 -1.9783 0.696 0.331 -1.186
H 7.2300 -6.7960 -4.9448 -0.890 -0.203 -0.601
H 6.2726 -8.0096 -3.8213 -0.119 -0.331 -1.178
H 7.6919 -7.1975 -3.3964 0.066 0.201 0.425
H 5.1903 -4.8220 -4.6907 -0.639 -0.255 -0.632
H 4.4490 -6.5591 -4.4652 0.014 0.265 -1.116
H 2.8436 -5.2363 -3.7701 -0.065 -0.177 -0.236
H 4.4678 -3.1312 -3.3300 0.007 -0.125 -0.185
H 4.1495 -3.6759 -1.7075 -0.265 0.475 0.151
H 2.7845 -3.2854 -2.8601 0.110 0.228 0.533
H 3.4565 -5.7077 -1.0581 -0.070 0.588 -0.099
H 4.1789 -6.7811 -1.9606 0.126 -0.315 -0.026
O -9.8030 0.1101 -5.6041 0.101 -0.036 -0.193
H -10.7000 0.4307 -5.5101 -0.231 0.085 -0.025
H -9.4949 -0.0080 -4.7056 0.137 -0.052 0.220
```
Positions in Å, forces in eV/Å.

Computed properties:
- E_LUMO (hartree) = 0.02309
- DFT total energy (eV) = -33530.956
- SMILES string = COC[C@H](C)N.COC[C@H](C)N.COC[C@H](C)N.COC[C@H](C)N.O
- frontier orbital gap (eV) = 9.6

Löwdin population analysis, charges in e, atoms 1 to 5: atom 1 (C): -0.0829, atom 2 (O): -0.1686, atom 3 (C): -0.2455, atom 4 (C): -0.4864, atom 5 (C): -0.0671